Entry 1:
A molecular structure, C35H67BBr2Cl16F3I2. Source: the Open Molecules 2025 dataset; level of theory: ωB97M-V/def2-TZVPD.

The geometry in XYZ format:
```
126
Properties=species:S:1:pos:R:3:forces:R:3:lowdin_charge:R:1
C 0.916554 -8.602481 5.419119 0.4 -0.1 -0.4 -0.125
C 0.275948 -8.604506 4.018352 -0.7 -0.1 0.4 -0.254
C -1.275024 -8.482675 4.087057 0.3 0.0 0.4 -0.217
C -1.842997 -7.138805 3.621927 -0.1 -0.3 -0.8 -0.209
C -1.981342 -7.016709 2.075589 0.2 0.2 0.7 -0.216
C -1.729590 -5.585459 1.571019 -0.5 -0.8 -0.2 -0.222
C -2.543438 -5.275159 0.311488 0.1 1.0 0.5 -0.208
C -2.367281 -3.808972 -0.173823 -0.5 -0.8 -0.8 -0.200
C -1.442051 -3.684654 -1.396074 0.6 0.7 0.4 -0.208
C 0.020657 -3.363582 -1.016049 -0.1 0.3 -0.1 -0.204
C 0.275960 -1.827131 -0.938464 0.1 -1.0 -0.4 -0.202
C 1.013155 -1.328489 -2.198922 -0.8 0.4 0.1 -0.205
C 0.787942 0.190501 -2.427012 0.5 -0.4 0.6 -0.210
C 2.020746 1.061429 -2.032693 -1.3 -0.2 0.2 -0.195
C 1.580499 2.184808 -1.078763 0.7 0.3 -0.7 -0.241
C 2.483169 3.419184 -1.051292 -0.3 0.8 0.8 -0.208
C 1.846240 4.458784 -0.059915 0.9 -0.4 -0.3 -0.193
C 1.619858 5.862170 -0.628930 -1.2 0.0 0.2 -0.206
C 0.492267 6.580791 0.161040 0.5 0.1 0.7 -0.219
C 0.990816 7.557715 1.273610 -0.8 -0.6 -0.3 -0.178
B 0.052682 7.321749 2.597265 0.0 0.2 -0.4 -0.752
C -1.539314 7.624550 2.296338 0.0 0.0 0.4 -0.163
C -2.556086 6.766861 3.090110 0.0 0.7 -0.7 -0.195
C -2.640214 5.311997 2.620785 -0.7 0.1 1.3 -0.796
F -2.368728 5.176548 1.305108 0.3 -0.2 0.0 0.002
Br -1.531479 4.119643 3.719886 0.0 0.2 -0.2 0.771
C -4.125416 4.817008 2.783398 1.1 -0.8 -1.0 -0.927
F -4.626712 5.133655 3.966029 -0.2 0.0 0.0 0.072
F -4.842152 5.389559 1.793423 -0.4 0.4 0.4 0.024
Br -4.298426 2.882404 2.450941 -0.3 0.2 0.1 0.724
C 0.574840 8.125802 3.931442 0.9 -0.1 -0.5 -0.632
I 0.482465 10.301155 3.619933 -0.9 0.0 0.3 0.691
C 2.024419 7.781311 4.431922 -0.9 0.0 0.3 -0.779
C 2.417773 6.308934 4.250631 0.8 0.3 0.6 -0.179
I 3.627014 9.040027 3.644841 -0.1 -0.2 1.0 0.714
H 0.327222 -8.052608 6.154386 0.1 0.2 -0.1 0.071
H 1.052242 -9.613733 5.812553 -0.2 0.1 -0.1 0.014
H 1.917143 -8.172026 5.330843 0.0 0.0 0.4 0.061
H 0.677920 -7.789350 3.413505 0.0 -0.1 0.0 0.080
H 0.524935 -9.556443 3.540026 0.1 0.2 -0.2 0.083
H -1.713781 -9.322995 3.541884 -0.2 0.2 -0.1 0.105
H -1.554480 -8.612486 5.138283 -0.1 -0.2 -0.1 0.096
H -1.226703 -6.314814 3.995197 0.0 -0.1 0.1 0.110
H -2.851964 -7.009050 4.023255 0.1 0.1 0.2 0.105
H -3.012667 -7.296016 1.840532 0.1 -0.1 -0.2 0.107
H -1.300237 -7.724793 1.596479 -0.1 0.0 -0.1 0.065
H -2.071700 -4.903728 2.356077 0.3 0.2 -0.1 0.113
H -0.658895 -5.446926 1.395468 0.0 0.2 0.1 0.094
H -3.599098 -5.379864 0.583112 0.1 -0.3 0.0 0.104
H -2.336812 -5.965051 -0.509681 0.1 -0.1 0.1 0.109
H -3.359867 -3.478831 -0.496115 0.1 0.2 0.1 0.101
H -2.062088 -3.165110 0.654034 0.1 0.0 -0.1 0.113
H -1.488382 -4.578761 -2.021283 -0.2 0.0 0.1 0.101
H -1.790613 -2.839996 -2.000310 0.0 -0.2 -0.2 0.101
H 0.694247 -3.771419 -1.775042 0.1 -0.2 0.2 0.099
H 0.257329 -3.817349 -0.049850 0.1 -0.2 -0.1 0.090
H -0.707467 -1.352880 -0.915789 0.1 0.2 0.4 0.099
H 0.840350 -1.624830 -0.026557 -0.1 0.4 0.0 0.110
H 0.589704 -1.900425 -3.031470 0.2 0.0 -0.1 0.103
H 2.076976 -1.559858 -2.109479 0.0 -0.1 -0.2 0.103
H -0.036551 0.469909 -1.765014 0.0 0.1 -0.1 0.085
H 0.438688 0.401083 -3.438870 0.2 0.0 0.0 0.083
H 2.714888 0.405127 -1.504046 0.4 0.2 -0.3 0.100
H 2.455049 1.454012 -2.954580 0.3 0.1 0.2 0.097
H 0.584143 2.525257 -1.372060 0.0 0.0 0.1 0.083
H 1.514116 1.803241 -0.054555 -0.2 -0.1 -0.1 0.120
H 2.595868 3.906742 -2.029677 -0.1 -0.5 0.2 0.035
H 3.485880 3.195675 -0.673588 0.0 -0.3 -0.3 0.105
H 0.914531 4.018166 0.303226 -0.1 0.3 -0.1 0.096
H 2.502533 4.525076 0.816502 -0.2 0.1 0.1 0.108
H 2.526531 6.466999 -0.578543 0.1 -0.1 -0.3 0.078
H 1.274859 5.772767 -1.662531 0.3 0.0 -0.1 0.059
H -0.242672 7.054818 -0.496657 0.2 0.1 -0.1 0.102
H -0.050558 5.801784 0.702404 -0.2 0.0 -0.3 0.063
H 0.941969 8.593362 0.915418 0.4 0.0 0.0 0.076
H 2.022581 7.256979 1.481777 0.1 0.4 0.1 0.023
H 0.145244 6.128770 2.836136 0.1 0.0 0.2 0.056
H -1.742283 8.666836 2.578670 -0.2 -0.1 -0.1 0.049
H -1.810588 7.537494 1.239486 0.1 0.0 0.0 0.087
H -3.552595 7.194046 2.908631 0.0 -0.1 0.1 0.112
H -2.385432 6.847356 4.163424 0.1 -0.4 0.0 0.111
H -0.077113 7.980667 4.799567 0.0 0.1 0.0 0.054
H 2.041170 7.997370 5.500502 0.3 0.2 -0.1 0.049
H 3.033344 6.169812 3.362929 -0.4 -0.2 -0.2 0.036
H 3.069536 6.042233 5.092394 0.0 0.0 -0.1 0.067
H 1.566712 5.633038 4.283935 -0.1 0.2 -0.3 0.058
C -4.375292 4.485851 -1.200622 0.0 0.0 0.1 -1.012
Cl -5.066645 2.869774 -1.391203 -0.3 0.2 0.3 0.476
Cl -3.871238 5.159202 -2.760924 0.0 0.0 0.0 0.503
H -5.120938 5.137328 -0.764195 0.0 0.0 -0.1 0.020
H -3.510622 4.419285 -0.553117 0.0 0.0 -0.1 0.004
C 3.551516 -11.728859 5.352681 -0.1 -0.1 0.0 -1.014
Cl 2.963938 -11.133910 6.908779 0.1 -0.2 0.1 0.530
Cl 4.313158 -10.447980 4.400169 0.0 0.0 -0.1 0.504
H 4.280964 -12.509462 5.532335 0.1 0.1 0.0 0.021
H 2.710477 -12.122225 4.793437 0.0 0.1 0.0 0.024
C -4.180594 1.271180 -4.670880 -0.1 0.2 0.1 -1.028
Cl -3.637966 0.231855 -5.999771 0.0 0.0 0.0 0.485
Cl -3.319794 0.967936 -3.163541 0.3 -0.4 -0.3 0.478
H -4.014824 2.303935 -4.955277 0.1 0.0 0.0 0.020
H -5.236448 1.092813 -4.505146 0.0 -0.1 0.0 0.024
C 1.783268 -9.530440 0.600837 0.1 0.0 0.1 -1.018
Cl 1.299771 -7.837008 0.492535 0.1 0.1 -0.1 0.547
Cl 0.444813 -10.623357 0.222226 0.0 0.0 0.0 0.501
H 2.588032 -9.707872 -0.102675 -0.1 0.0 -0.1 0.024
H 2.118099 -9.729130 1.613092 -0.1 0.0 0.0 0.002
C -1.588619 -4.430925 -7.848529 -0.1 0.1 0.0 -1.022
Cl -1.759246 -2.786533 -7.234981 0.0 0.0 0.0 0.505
Cl -0.043055 -5.154702 -7.367916 0.0 -0.1 0.0 0.511
H -2.393735 -5.036385 -7.449107 0.1 0.0 0.1 0.027
H -1.637758 -4.411073 -8.931854 0.0 0.1 0.1 -0.043
C 0.510694 -3.953248 -10.866650 0.1 0.0 0.0 -1.021
Cl 0.615319 -2.260350 -10.383039 0.0 0.0 0.0 0.518
Cl -1.093368 -4.350257 -11.506867 0.0 -0.1 -0.1 0.517
H 1.247884 -4.144385 -11.637343 -0.1 0.1 -0.1 0.024
H 0.702652 -4.575287 -9.999420 -0.1 0.0 0.0 -0.020
C 1.316690 3.971563 -5.083993 0.0 0.0 -0.1 -0.995
Cl -0.041757 3.373991 -4.126830 -0.1 0.0 0.0 0.554
Cl 2.267962 5.179135 -4.212412 0.0 0.1 -0.3 0.566
H 1.961064 3.137493 -5.338084 0.0 0.0 0.1 0.024
H 0.923232 4.429239 -5.984054 0.0 0.0 0.0 0.019
C 6.100996 8.366912 0.264437 -0.1 0.0 0.1 -1.017
Cl 6.967138 7.315676 -0.878143 0.1 0.0 0.0 0.476
Cl 4.771042 7.544355 1.070407 0.5 -0.3 -0.8 0.456
H 6.805485 8.706554 1.015624 0.0 -0.1 0.0 0.023
H 5.701789 9.212065 -0.284233 0.0 -0.1 -0.1 0.026
```
Positions in Å, forces in eV/Å.

Values from the calculation:
Total charge: -1
Lowest unoccupied orbital energy: 1.34 eV
Energy above the lowest of the compared OMol25 structures with the same formula, charge and spin: 0.0 kcal per mole

---

Entry 2:
8 unconnected molecules or ions with the total composition C35H67BF3NO19S7. Source: the Open Molecules 2025 dataset; level of theory: ωB97M-V/def2-TZVPD.

The geometry in XYZ format:
```
133
Properties=species:S:1:pos:R:3:forces:R:3:lowdin_charge:R:1
N -1.352010 4.736316 -1.000628 -0.2 0.0 -0.1 0.184
C -1.153550 4.874711 0.404920 0.7 -0.2 0.7 -0.496
O -2.369487 5.161093 1.027070 -0.4 0.2 -0.5 0.171
B -3.158698 6.129330 0.401877 -0.3 0.2 -0.1 -0.777
O -4.489583 5.826547 0.213102 0.6 -0.1 -0.4 0.189
O -2.710629 7.379065 0.007290 -0.5 -0.2 0.5 0.180
O -0.260086 5.986016 0.604922 -0.2 0.6 0.1 0.102
C 0.760581 5.692371 1.456102 0.2 -1.0 0.0 -0.441
O 1.360284 6.517006 2.070407 0.1 0.4 -0.1 0.143
C 0.949375 4.190664 1.400710 -0.5 0.4 -0.3 -0.021
C -0.486033 3.702937 1.191965 0.1 -0.6 -0.5 -0.183
C -0.460284 2.342508 0.473434 -0.3 0.2 0.6 -0.116
C -1.722930 1.489645 0.730392 0.4 -0.1 -0.4 -0.035
C -2.145095 0.781709 -0.533623 0.0 -0.1 0.9 -0.622
F -3.246234 0.012653 -0.349668 -0.1 0.0 0.0 0.111
F -1.167527 -0.063471 -0.922439 0.1 0.0 -0.4 0.115
F -2.416925 1.590293 -1.562138 0.0 0.2 -0.2 0.144
H -2.099691 4.073596 -1.174110 0.0 -0.1 0.0 0.102
H -0.517970 4.371571 -1.448651 0.0 0.1 -0.1 0.078
H -4.836037 6.494496 -0.388875 -0.3 0.1 0.2 0.106
H -2.198780 7.783552 0.715064 0.5 0.0 -0.3 0.112
H 1.470774 4.004472 0.454183 0.2 0.0 0.1 0.142
H 1.491450 3.731913 2.218861 -0.1 0.3 0.0 0.100
H -1.062876 3.595311 2.110484 0.4 0.2 0.2 0.147
H -0.265131 2.479465 -0.586425 -0.1 -0.1 0.0 0.067
H 0.392293 1.791662 0.871992 0.0 0.0 -0.1 0.127
H -2.543638 2.060652 1.162013 -0.1 0.1 -0.3 0.139
H -1.476232 0.693529 1.434980 -0.1 0.0 0.1 0.119
O -1.188365 -1.204809 -6.619306 0.1 0.0 -0.1 -0.332
S -0.768316 -1.915241 -5.433007 0.0 0.0 0.3 0.656
O 0.603390 -2.330124 -5.271369 0.0 0.1 -0.2 -0.326
C -1.294983 -0.992680 -3.995614 -0.1 0.1 0.2 -0.232
C -2.693677 -1.522628 -3.700348 0.0 -0.1 -0.1 -0.209
C -2.609039 -3.045319 -3.872138 0.0 0.0 0.0 -0.206
C -1.862790 -3.319172 -5.184551 -0.2 -0.2 0.2 -0.216
H -1.268474 0.072471 -4.217317 0.1 0.0 -0.1 0.109
H -0.602952 -1.223784 -3.185611 0.0 0.0 0.0 0.102
H -3.018879 -1.243584 -2.699523 0.0 0.0 0.0 0.099
H -3.408192 -1.107157 -4.414522 0.0 0.0 0.0 0.124
H -2.052780 -3.475793 -3.036376 0.0 0.0 0.0 0.112
H -3.595699 -3.506322 -3.881180 0.0 0.0 0.0 0.115
H -1.261269 -4.223716 -5.142984 0.1 0.0 -0.1 0.102
H -2.538720 -3.361562 -6.036542 0.0 0.1 0.0 0.104
O 2.794696 3.782170 -2.807243 -0.1 0.0 0.2 -0.311
S 1.798712 2.865807 -3.300709 0.0 -0.1 -0.3 0.680
O 0.605638 2.593661 -2.524786 0.0 0.2 0.0 -0.345
C 1.334735 3.343187 -4.958787 0.0 0.0 -0.2 -0.220
C 2.309220 2.584829 -5.853404 0.0 -0.1 0.0 -0.209
C 2.401270 1.172417 -5.260194 -0.1 0.1 0.0 -0.202
C 2.586849 1.315854 -3.743994 0.0 -0.3 -0.2 -0.206
H 1.397224 4.425192 -5.049404 0.0 0.0 0.1 0.111
H 0.308636 3.011586 -5.119549 0.0 0.0 0.0 0.107
H 1.971064 2.567520 -6.888036 0.0 0.0 0.0 0.086
H 3.290171 3.064410 -5.828663 0.0 0.0 0.0 0.125
H 1.475723 0.628986 -5.463880 0.0 0.0 0.0 0.102
H 3.217413 0.602874 -5.701018 0.0 0.0 0.0 0.118
H 2.113483 0.510862 -3.185886 0.0 0.1 0.1 0.102
H 3.635377 1.391910 -3.463176 0.0 0.1 0.0 0.107
O 0.481512 -1.386781 2.239223 0.1 -0.1 -0.1 -0.334
S 0.399666 -2.375561 1.186337 -0.1 -0.1 -0.4 0.679
O 1.118145 -2.178247 -0.047865 0.1 0.1 0.1 -0.318
C 0.758855 -3.997970 1.840801 -0.1 -0.1 0.2 -0.230
C -0.593844 -4.522325 2.306757 -0.1 0.1 0.0 -0.214
C -1.590883 -4.143835 1.204516 0.0 0.0 0.0 -0.198
C -1.337999 -2.675237 0.838131 -0.3 -0.3 0.0 -0.221
H 1.495257 -3.909895 2.636708 0.0 0.1 -0.1 0.111
H 1.156947 -4.600554 1.026669 0.0 0.0 0.0 0.092
H -0.566278 -5.596149 2.473097 0.0 0.0 0.0 0.079
H -0.879205 -4.039720 3.245246 0.0 0.0 0.0 0.123
H -1.421625 -4.777614 0.331246 0.0 0.0 0.0 0.118
H -2.621298 -4.293572 1.523787 0.0 0.0 0.0 0.116
H -1.521763 -2.463855 -0.211277 0.1 0.1 0.0 0.083
H -1.920273 -1.995609 1.458131 0.1 0.0 0.0 0.103
O 2.061859 1.973755 -9.125661 0.1 0.1 -0.1 -0.328
S 1.966661 1.138576 -10.299486 0.0 -0.2 -0.2 0.670
O 2.715235 1.448755 -11.490445 0.0 0.2 0.1 -0.322
C 2.270600 -0.554218 -9.813775 -0.1 -0.3 0.1 -0.226
C 0.892877 -1.082281 -9.428188 0.0 0.1 0.1 -0.221
C -0.072433 -0.568187 -10.502945 0.1 0.0 0.0 -0.208
C 0.230205 0.921691 -10.709091 -0.3 -0.2 0.0 -0.216
H 2.990329 -0.567585 -8.998578 0.0 0.1 0.0 0.106
H 2.675590 -1.077526 -10.679725 0.0 0.1 0.0 0.107
H 0.887918 -2.169164 -9.364471 0.0 0.0 0.0 0.119
H 0.600790 -0.690439 -8.452209 0.0 -0.1 0.0 0.096
H 0.092253 -1.112543 -11.435440 0.0 0.0 0.0 0.116
H -1.111590 -0.718059 -10.214256 0.0 0.0 0.0 0.114
H 0.072966 1.246115 -11.734503 0.1 0.1 0.0 0.101
H -0.344517 1.548290 -10.029783 0.1 0.0 0.0 0.104
O 0.789882 2.737516 3.970736 -0.2 0.0 0.1 -0.319
S 0.464040 1.858399 5.071068 0.1 -0.3 0.3 0.687
O -0.896504 1.769028 5.553529 -0.1 0.2 -0.2 -0.330
C 1.091236 0.229106 4.704171 0.2 -0.1 0.1 -0.234
C 2.507634 0.242771 5.271027 0.0 0.1 0.1 -0.212
C 2.407840 0.939188 6.637845 0.0 -0.1 -0.1 -0.203
C 1.565345 2.204846 6.441363 0.2 0.0 0.2 -0.216
H 1.039355 0.059575 3.637057 -0.1 0.1 -0.1 0.062
H 0.461740 -0.493324 5.223532 -0.1 0.0 0.0 0.113
H 2.909994 -0.766207 5.354252 0.0 0.0 0.0 0.114
H 3.165771 0.814288 4.612471 0.0 0.0 0.0 0.120
H 1.914507 0.276060 7.351553 0.0 0.0 0.0 0.119
H 3.388478 1.183803 7.043586 0.0 0.0 0.0 0.114
H 0.956844 2.445216 7.308794 0.0 0.1 0.0 0.056
H 2.177143 3.061264 6.162062 -0.1 0.0 -0.1 0.111
O -1.408276 3.161345 11.046848 0.1 -0.1 0.0 -0.316
S -0.871914 3.577837 9.776189 -0.2 0.0 -0.2 0.675
O 0.332940 2.980635 9.249094 0.1 -0.1 0.3 -0.338
C -2.162062 3.488741 8.541126 -0.2 0.1 -0.2 -0.221
C -2.825809 4.860912 8.597880 0.0 0.0 0.1 -0.216
C -1.680361 5.877328 8.699778 0.0 0.0 0.0 -0.211
C -0.708112 5.367142 9.771921 0.0 0.3 -0.1 -0.217
H -2.828248 2.664037 8.781919 0.1 -0.1 0.1 0.112
H -1.684604 3.312310 7.575977 0.0 -0.1 0.0 0.089
H -3.446309 5.036427 7.720711 0.0 0.0 0.0 0.117
H -3.463804 4.930332 9.481881 0.0 0.0 0.0 0.118
H -1.167556 5.944360 7.738364 0.0 0.0 0.0 0.118
H -2.044075 6.873608 8.946609 0.0 0.0 0.0 0.113
H 0.325948 5.621593 9.553611 0.0 -0.1 0.1 0.102
H -0.974011 5.719770 10.766481 0.0 -0.1 0.0 0.103
O -0.441296 -8.168844 2.889446 0.0 0.2 -0.1 -0.317
S 0.782912 -8.205406 2.128601 0.2 -0.2 0.0 0.669
O 1.164983 -7.095979 1.287938 -0.2 0.1 0.1 -0.324
C 2.132580 -8.613079 3.228501 0.2 -0.2 0.1 -0.227
C 2.187706 -10.137318 3.202599 -0.1 0.0 -0.1 -0.218
C 2.009189 -10.538139 1.732027 0.0 0.0 0.0 -0.211
C 0.831424 -9.727431 1.176007 0.1 -0.3 -0.1 -0.216
H 1.929689 -8.195612 4.211997 -0.1 0.1 -0.1 0.110
H 3.038356 -8.173381 2.811665 0.0 0.0 0.0 0.110
H 3.126002 -10.507042 3.612569 0.0 0.0 0.0 0.116
H 1.373095 -10.548946 3.802161 0.0 0.0 0.0 0.120
H 2.917338 -10.298045 1.175912 0.0 0.0 0.0 0.118
H 1.832034 -11.606797 1.623311 0.0 0.0 0.0 0.115
H 0.956030 -9.475653 0.125983 -0.1 0.1 0.0 0.103
H -0.119348 -10.235198 1.326151 0.0 0.1 0.1 0.106
```
Positions in Å, forces in eV/Å.

Values from the calculation:
Lowest unoccupied orbital energy: 0.21 eV
SMILES: N[C@]1(OB(O)O)OC(=O)C[C@@H]1CCC(F)(F)F.O=S1(=O)CCCC1.O=S1(=O)CCCC1.O=S1(=O)CCCC1.O=S1(=O)CCCC1.O=S1(=O)CCCC1.O=S1(=O)CCCC1.O=S1(=O)CCCC1

---

- lowest unoccupied orbital energy of number 2 (C35H67BF3NO19S7)?
  0.21 eV

---

- Which value of lowest unoccupied orbital energy does entry 1 give?
  1.34 eV

---

- Which formula does entry 2 have?
  C35H67BF3NO19S7

---

- Among the records above, which one has the highest lowest unoccupied orbital energy?
  C35H67BBr2Cl16F3I2